1.
Here is a cluster of 11 separate species, C62H70N8O14 in total from the OMol25 dataset. Energies are from the ωB97M-V functional and the def2-TZVPD basis.

## Properties
Total charge = -1
<S²> = 0.77
2S+1 = 2
HOMO (spin up / spin down) = -1.91 / -5.75 eV
Gap between HOMO and LUMO (spin up / spin down) = 2.6308 / 6.4731 eV
LUMO energy (spin up / spin down) = 0.721 / 0.721 eV

The geometry in XYZ format:
```
154
C62H70N8O14, DFT the ωB97M-V functional and the def2-TZVPD basis
H -0.327 9.232 17.249
O -6.485 18.375 16.272
H 0.261 13.778 21.408
H -2.319 13.715 24.445
H -2.836 11.888 22.731
H -4.510 9.029 16.902
C -4.287 16.677 16.401
H -8.925 11.784 22.044
H -2.572 13.792 15.593
H -13.095 10.463 14.502
O -6.242 12.532 17.687
N 0.290 13.340 22.317
H -13.253 13.372 17.799
C -6.012 10.985 10.644
H -9.912 9.247 18.063
C -9.780 11.130 21.957
H -7.946 13.023 11.689
C -4.734 13.024 20.094
C -12.837 12.601 17.168
C -4.005 14.719 14.374
H -9.575 11.713 16.412
C -12.736 11.082 15.312
N -11.671 8.511 24.074
H -4.534 12.906 21.159
H -5.464 11.039 12.760
C -10.107 10.323 23.056
C -11.422 12.476 17.233
C -11.816 13.239 12.069
C -6.560 14.467 24.122
H -6.323 14.557 20.232
C -6.890 10.516 9.729
H -8.626 16.414 21.380
O -7.444 14.236 13.667
H -12.894 13.234 12.133
C -10.957 13.673 13.008
C -1.764 11.948 22.544
C -7.966 8.558 17.861
O -3.550 21.877 19.237
C -9.023 6.527 16.252
H 0.709 14.077 22.866
H -5.515 15.781 13.326
H -9.355 5.804 15.522
H -0.636 17.182 24.843
C -2.741 17.702 21.490
C -7.730 6.495 16.649
H -4.850 19.600 18.928
H -2.622 8.523 18.019
O -9.124 14.483 14.972
H -4.335 10.563 14.643
C -3.694 17.041 20.699
H -1.640 11.486 21.565
H -9.776 10.585 24.050
C -7.156 7.436 17.501
O -12.524 7.652 23.946
C -11.391 9.895 20.597
C -10.388 10.895 20.742
C -9.025 13.057 11.699
H -7.576 12.862 16.061
H -1.548 19.528 21.655
C -6.154 13.571 19.800
H -3.866 16.010 20.970
C -9.857 12.462 10.749
O -10.992 8.602 25.135
H -2.690 15.562 17.304
H -12.021 12.242 10.354
C -11.250 12.725 10.934
H -8.881 9.538 9.517
C -1.338 13.986 24.056
N -9.469 8.873 11.962
H -2.029 16.645 25.343
C -9.557 13.570 12.847
N -2.862 21.219 20.041
C -8.372 14.604 22.434
C -7.963 15.894 22.054
O -1.922 21.692 20.578
H -5.429 17.353 19.605
H -4.235 17.325 17.263
O -1.040 15.380 23.978
C -9.907 7.492 16.840
O -10.306 8.522 11.109
C -9.294 8.476 17.627
C -11.148 9.402 22.925
C -6.200 15.766 23.713
C -3.059 19.715 20.177
H -9.367 11.942 9.939
C -11.347 11.227 15.304
H -12.429 8.412 21.376
C -11.737 9.164 21.726
H -2.264 11.427 14.032
C -3.566 10.336 15.366
H -0.131 10.697 15.228
H -1.484 11.385 23.435
O -4.829 16.080 25.657
C -4.936 15.783 14.237
C -13.513 11.826 16.143
N -5.085 16.411 24.546
C -1.044 16.220 25.152
C -6.578 12.510 16.322
H -10.844 12.856 18.062
H -5.194 11.567 10.248
H -5.781 14.712 18.041
C -5.101 16.771 15.261
H -11.759 9.737 19.594
H -10.780 10.624 14.610
C -1.116 10.523 15.635
H -14.578 11.898 15.980
H -6.045 13.995 24.946
C -3.423 15.573 16.511
O -6.619 18.166 14.204
H -0.532 15.701 25.963
C -10.647 11.804 16.321
H -6.654 11.546 15.818
H -7.450 14.046 18.185
H -4.578 12.065 19.600
H -7.391 9.851 13.472
H -5.836 13.004 15.694
H -6.607 17.465 22.480
H -7.405 11.899 19.437
C -6.173 10.707 12.016
H -2.209 17.201 22.285
H -3.939 13.656 19.701
N -8.616 14.131 13.945
C -2.332 19.019 21.114
C -3.282 14.601 15.502
C -1.250 13.379 22.595
H -7.063 5.715 16.314
H -11.314 14.012 13.970
C -2.495 9.194 17.182
H -7.441 9.277 18.473
C -2.333 10.816 14.920
C -8.095 9.932 10.143
C -6.386 13.845 18.307
H -10.062 11.350 19.818
C -4.486 17.810 19.869
H -6.418 11.825 20.679
C -7.633 13.884 23.440
H -9.187 14.121 21.915
H -7.905 12.865 23.672
O -9.548 8.479 13.118
C -7.279 10.067 12.420
H -10.961 7.352 16.647
H -3.753 13.875 13.749
C -3.651 9.576 16.543
H -6.094 7.356 17.682
H -1.712 14.083 21.902
C -6.888 16.456 22.743
N -7.046 12.454 20.201
C -4.146 19.140 19.606
C -1.198 9.619 16.741
H -0.621 13.543 24.748
H -6.771 10.701 8.672
C -8.249 9.671 11.533
O -4.474 17.304 24.014
N -6.138 17.848 15.254
```

Results of the Löwdin charge analysis, in e, for atoms 1 through 2: 0.086 0.074

=====

2.
Here is a cluster of 2 separate species, C3H4FO4 in total from the OMol25 dataset. Energies are from the ωB97M-V functional and the def2-TZVPD basis.

## Properties
Total charge = -1
ΔE to the lowest compared entry with this formula, charge and spin = 20.4 kcal per mole
2S+1 = 1
HOMO = -4.14 eV
Gap between HOMO and LUMO = 7.5655 eV
LUMO energy = 3.425 eV

The geometry in XYZ format:
```
12
C3H4FO4, DFT the ωB97M-V functional and the def2-TZVPD basis
F -0.699 2.055 1.782
H -1.610 0.348 0.719
C -0.728 -0.149 0.281
H -0.175 1.653 -0.853
O 2.615 -0.708 0.896
O -1.441 -1.430 -0.170
O 0.385 -0.555 1.101
C -0.020 0.568 -0.875
C 1.548 -0.355 0.477
H -0.918 -1.905 -0.825
O 1.367 0.289 -0.675
H -0.324 0.189 -1.857
```

Results of the natural (NBO) charge analysis, in e, for atoms 1 through 2: -0.974 0.266

=====

3.
Here is the ion C3H11N2 with charge +1 from the OMol25 dataset. Energies are from the ωB97M-V functional and the def2-TZVPD basis.

## Properties
Total charge = +1
ΔE to the lowest compared entry with this formula, charge and spin = 42.3 kcal per mole
2S+1 = 1
SMILES string = CNCC[NH3+]
HOMO = -14.34 eV
Gap between HOMO and LUMO = 10.8320 eV
LUMO energy = -3.504 eV

The geometry in XYZ format:
```
16
C3H11N2, DFT the ωB97M-V functional and the def2-TZVPD basis
H 0.383 1.275 -1.333
H -0.044 1.503 1.014
H 0.605 -0.940 -1.804
H -1.617 1.823 0.378
H 2.501 -0.371 -0.690
C 1.718 -0.793 -0.033
H -0.681 -0.309 1.981
C -0.868 0.997 0.419
C -0.332 0.523 -1.051
H 2.135 -1.765 0.106
H 1.700 -0.270 0.889
N -1.318 -0.167 1.133
H -2.353 -0.131 1.279
H -1.023 -0.999 0.417
N 0.330 -0.799 -0.838
H -1.136 0.425 -1.866
```

Results of the natural (NBO) charge analysis, in e, for atoms 1 through 2: 0.212 0.229

=====

no.,largest force on an atom (hartree/bohr),electronic energy (Eh)
1,0.0898,-3895.18020
2,0.0517,-517.58053
3,0.0722,-230.11495